(1)
Molecular formula: C5H6N4O
Method: DFT, wB97M-V/def2-TZVPD

```
16
Properties=species:S:1:pos:R:3:forces:R:3
H 2.989 2.050 0.280 0.32 -0.31 -0.69
N -1.139 -0.491 -1.086 -1.71 0.97 -1.65
N 2.059 -0.876 -0.361 0.11 -4.57 -1.21
C -0.260 -1.033 -0.165 -1.93 2.22 3.31
C 1.142 0.991 0.289 -0.98 -1.32 -1.51
O -2.969 0.841 -0.563 -1.23 0.89 -0.06
H -1.502 0.395 1.768 0.11 -1.12 0.43
C -2.108 0.093 -0.253 1.33 -0.72 -1.30
N 3.020 -0.092 -0.359 0.34 3.71 0.49
H -2.198 -1.476 1.242 1.00 2.51 0.61
N 0.944 -0.329 -0.042 -0.26 1.78 1.27
H 0.228 1.525 0.463 0.39 0.80 0.36
H -0.941 -0.263 -2.083 -0.34 -0.37 1.24
C 2.442 1.163 -0.026 1.40 0.56 1.53
H -0.063 -2.048 -0.179 0.29 -2.05 -0.01
C -1.645 -0.448 1.076 1.15 -2.98 -2.83
```
Forces are in eV/Å.

The total energy is -488.28030 Ha. As for the energy above the lowest of the compared OMol25 structures with the same formula, charge and spin: 3.934 eV. As for the spin multiplicity: 1. The HOMO energy is -0.36700 Ha.

---

(2)
Molecular formula: C28H36P2SiY
Method: DFT, wB97M-V/def2-TZVPD

```
68
Properties=species:S:1:pos:R:3:forces:R:3
H -0.207 3.623 2.810 -0.20 0.00 -0.21
C -5.111 -3.620 1.712 -0.05 -0.24 -0.29
H 3.107 1.968 -3.330 0.09 -0.09 0.23
P -0.748 2.778 0.571 -0.53 1.79 0.26
H -0.207 5.725 1.211 0.41 -0.48 -0.54
H -2.237 4.338 -0.598 -0.07 -0.37 0.19
H 3.124 0.509 -2.295 -0.05 0.35 -0.14
C 1.694 -1.170 1.758 0.38 0.26 -0.04
H -2.371 2.670 -1.229 -0.19 0.17 0.13
C 0.470 5.353 0.419 0.01 0.80 0.25
C 0.288 2.140 -3.275 -0.18 -0.32 -0.32
H -1.116 -0.415 -1.883 -0.16 -0.11 -0.25
H -0.134 1.159 -3.549 0.17 0.37 -0.10
H -3.960 -4.146 3.488 -0.14 0.07 -0.64
H 1.748 -2.260 1.756 -0.28 0.45 -0.17
C -2.283 3.274 -0.319 -0.01 -0.12 -0.18
H -3.152 3.091 0.329 0.20 -0.01 -0.28
H -0.636 -5.400 0.521 -0.01 -0.01 0.09
H 1.444 -6.671 0.883 0.13 0.31 -0.08
P 1.273 1.957 -1.755 0.39 1.78 -0.76
C 1.334 3.665 -1.094 -0.39 -0.10 0.50
H 0.935 2.508 -4.080 -0.29 -0.01 0.07
C 2.736 -5.132 0.099 -0.20 0.39 -0.61
H 2.866 1.917 1.093 -0.26 -0.35 0.23
C 1.222 1.002 2.368 0.58 -0.36 -0.10
H 0.871 1.857 2.962 0.15 -0.61 -0.52
H 3.375 -0.682 0.371 -0.26 0.26 0.25
C 2.283 5.876 -1.109 -0.62 -0.23 0.45
C -3.812 -3.193 -0.307 -0.44 -0.30 0.82
H -6.082 -3.639 2.211 0.32 -0.08 -0.16
H 3.702 2.046 -1.641 -0.24 -0.05 -0.08
H 2.943 4.313 -2.409 -0.24 -0.08 0.28
Si -1.069 -2.556 -0.039 0.85 0.71 -0.29
C 1.498 -5.673 0.439 -0.10 -0.68 0.27
C -2.708 -3.786 1.782 -0.45 0.24 -0.10
C -0.888 -1.498 -1.913 0.51 -1.17 0.61
H -1.394 -0.947 0.286 -0.30 0.67 0.93
H 2.983 6.586 -1.503 0.25 0.19 -0.14
C 2.773 -3.936 -0.629 0.33 -0.40 0.06
H 3.646 -5.686 0.306 -0.09 0.12 -0.03
C -5.042 -3.354 0.347 -0.42 0.26 -0.80
H 1.415 7.283 0.275 0.03 -0.10 -0.03
H -3.724 -2.908 -1.356 -0.36 -0.04 0.27
C -1.127 3.431 2.246 -0.03 -0.16 0.37
C 0.316 -4.984 0.222 0.89 1.02 -0.14
Y 0.341 0.278 0.035 -1.48 -3.23 1.42
H -1.710 -2.013 -2.448 0.33 0.46 0.14
H -1.779 -3.929 2.350 -0.56 0.05 -0.28
H -0.688 -2.695 1.395 0.67 1.01 0.44
H 0.053 -1.728 -2.447 -0.60 0.31 -0.10
H -1.694 2.670 2.804 0.06 0.25 -0.19
H 1.676 -2.333 -1.517 -0.18 -0.24 0.40
C 2.314 1.031 1.423 -0.13 -0.12 0.31
H -5.957 -3.221 -0.246 0.29 -0.01 0.44
H 3.734 -3.581 -1.017 -0.33 -0.06 0.15
H -1.714 4.363 2.207 0.18 -0.43 -0.10
C 2.957 1.599 -2.308 0.51 -0.38 -0.28
C -3.939 -3.898 2.415 0.20 -0.09 0.51
H -0.542 2.841 -3.111 0.25 -0.17 -0.02
C 0.428 4.053 -0.061 0.64 -0.81 -0.62
C 2.248 4.572 -1.607 0.15 0.60 -0.04
H 0.088 -0.729 3.270 0.28 0.13 -0.51
C 1.397 6.267 -0.103 0.00 -0.49 -0.25
C -2.655 -3.356 0.439 -0.13 0.09 -0.28
C 0.836 -0.369 2.556 0.57 0.70 -0.07
C 1.595 -3.234 -0.894 0.01 -0.57 0.81
C 2.592 -0.318 1.041 -0.29 -0.03 0.59
C 0.380 -3.684 -0.327 0.42 -0.72 -1.73
```
Forces are in eV/Å.

The total energy is -2098.79678 Ha. As for the spin multiplicity: 1. Its net charge is +1. The HOMO energy is -0.36852 Ha.

---

(3)
Molecular formula: C5H11NO
Method: DFT, wB97M-V/def2-TZVPD

```
18
Properties=species:S:1:pos:R:3:forces:R:3
H 2.126 -1.504 -2.061 -0.09 0.13 0.04
H -3.256 0.056 2.067 0.10 -0.06 -0.18
C -2.676 -0.528 1.360 -0.47 -0.45 0.23
N -0.470 1.033 -0.145 -0.26 0.03 0.08
C 1.624 -0.573 -1.778 -0.02 0.00 -0.06
C -1.446 0.713 0.736 0.60 0.25 -0.12
H 1.079 -1.223 0.219 0.07 0.09 -0.09
C 0.952 0.912 0.186 0.15 0.01 0.07
H 2.156 0.253 -2.268 -0.08 -0.11 0.07
H -2.450 -1.534 1.735 0.04 0.15 -0.04
H -3.217 -0.627 0.413 0.24 0.06 0.09
H 2.634 -0.400 0.123 -0.16 0.00 -0.04
C 1.606 -0.392 -0.264 0.00 -0.04 0.05
O -1.043 -0.006 1.750 -0.20 0.18 -0.18
H 0.606 -0.605 -2.181 0.13 0.00 0.04
H 1.467 1.768 -0.268 -0.08 -0.12 0.06
H 1.042 1.006 1.273 0.02 -0.01 -0.15
H -0.733 1.653 -0.895 0.01 -0.11 0.13
```
Forces are in eV/Å.

The total energy is -326.95715 Ha. As for the energy above the lowest of the compared OMol25 structures with the same formula, charge and spin: 4.740 eV. As for the spin multiplicity: 1. The HOMO energy is -0.28048 Ha.

---

(4)
Molecular formula: C42H50MoN2O4Se
Method: DFT, wB97M-V/def2-TZVPD

```
100
Properties=species:S:1:pos:R:3:forces:R:3
H -3.689 -3.258 -3.621 -0.02 0.02 0.01
Mo 0.898 2.214 -0.063 0.63 -0.42 -0.62
H 1.757 1.467 3.428 0.01 -0.02 0.01
H 0.913 -4.940 -0.932 0.01 0.01 -0.03
C -2.393 5.514 0.392 -0.06 0.06 0.04
H -3.865 -0.492 -0.154 0.02 0.00 0.01
H 5.253 3.055 2.858 0.00 0.01 0.04
H 2.999 4.179 2.812 0.01 -0.03 -0.02
H -2.609 1.704 0.200 -0.02 0.00 -0.05
H -1.703 -1.543 -6.313 0.03 0.01 0.00
H -4.167 6.520 -0.254 -0.02 0.01 -0.01
O 1.398 0.891 1.047 -0.44 0.26 0.36
C -2.392 -2.221 -5.808 -0.02 0.00 -0.01
C 3.856 2.928 1.228 0.04 0.03 0.17
H -2.354 -4.208 -2.961 0.03 0.00 0.01
H 0.755 -2.117 -3.564 0.01 -0.01 -0.01
O 2.514 2.814 -0.763 -0.17 0.00 0.15
H -0.863 -4.461 -5.660 -0.01 -0.01 -0.02
H 3.280 -6.246 0.600 0.00 -0.03 0.00
C 1.252 -1.147 2.343 0.09 -0.38 -0.06
C 1.659 -3.256 1.113 0.03 -0.04 -0.06
H 3.938 -4.770 1.307 0.01 0.01 0.03
H 1.192 -3.105 3.173 -0.01 -0.01 0.02
H -0.933 5.900 3.443 0.03 -0.02 0.00
C 5.128 2.803 1.814 0.05 -0.04 -0.11
H -2.669 -3.008 -6.509 -0.01 -0.02 -0.02
H -0.050 -4.148 -4.136 0.00 -0.02 0.03
H -3.378 -1.091 -3.374 -0.03 -0.01 0.00
H 1.852 -0.508 5.664 -0.01 0.01 0.03
C -0.048 -1.492 -3.202 0.00 0.04 0.04
H -2.254 4.993 -0.543 0.01 -0.02 -0.03
C 3.184 -5.161 0.623 0.00 0.00 -0.01
C -0.803 0.363 -1.865 0.24 0.41 0.39
C -2.358 -0.903 -3.072 -0.02 0.09 0.06
C -4.045 1.572 -2.942 -0.03 0.04 0.00
C 1.354 -2.550 2.263 -0.02 0.18 0.08
H 3.407 -4.791 -0.378 0.01 0.01 -0.03
C 0.228 -0.455 -2.338 -0.19 -0.26 -0.22
H 1.594 -6.489 2.360 0.00 -0.02 0.00
H -4.668 -0.818 -1.690 0.00 -0.02 -0.03
O -0.394 1.400 -1.055 -0.05 0.29 -0.03
C -2.140 0.163 -2.189 -0.06 -0.25 -0.23
H -4.470 7.723 1.880 0.00 0.00 0.01
H -4.387 0.819 -3.651 0.00 -0.02 -0.02
H 0.600 1.304 4.743 0.01 0.01 0.01
C -4.328 -0.027 -1.026 -0.04 0.00 0.03
Se 1.986 -0.168 -1.678 0.00 0.38 0.19
H -0.644 -0.682 5.175 -0.01 0.01 0.02
C -1.371 -1.727 -3.595 0.03 -0.01 -0.01
C -3.465 6.375 0.555 0.09 -0.05 0.02
H 2.135 -2.012 4.800 0.00 -0.04 0.00
H -0.277 -5.049 0.370 -0.02 0.01 0.02
H -1.219 -0.852 3.515 -0.01 0.01 -0.02
H 3.022 -0.559 4.341 0.02 0.02 -0.02
H -5.210 0.518 -0.689 -0.02 0.01 0.01
H -3.995 2.562 -0.460 0.01 0.00 0.01
C 1.464 -0.500 1.136 0.01 0.57 -0.18
C -0.540 -3.669 -4.986 0.02 -0.02 -0.02
C 4.805 2.241 -0.915 0.13 0.04 0.14
C 6.198 2.366 1.065 -0.08 0.04 0.07
C -1.645 6.033 2.641 -0.08 0.04 -0.01
C -3.630 7.052 1.756 -0.04 0.03 -0.01
H 2.130 -3.042 -0.984 0.00 -0.01 -0.03
C 1.878 -2.528 -0.067 -0.01 0.05 0.03
N 1.556 3.478 1.555 0.11 0.01 -0.01
C -2.764 -3.775 -3.875 -0.03 -0.02 0.00
H 0.012 1.358 3.090 0.04 -0.04 0.04
C 0.933 -0.536 3.709 0.00 0.00 -0.05
C -0.338 4.461 1.281 -0.28 -0.15 -0.21
C -1.753 -2.845 -4.559 0.04 0.02 0.02
H -3.297 -1.665 -5.563 -0.02 0.02 0.00
C 1.768 -4.777 1.079 0.00 0.05 -0.03
H 6.886 1.781 -0.882 0.01 -0.01 -0.01
H -2.862 7.415 3.726 0.00 0.01 0.02
H 2.223 -5.079 3.194 0.03 0.01 0.00
C -3.364 0.951 -1.715 0.09 -0.01 0.01
C -3.057 2.073 -0.727 0.01 0.02 0.07
H -3.022 -4.592 -4.548 0.00 -0.01 -0.02
C 2.055 -0.934 4.681 0.00 0.02 0.03
C -1.485 5.343 1.437 0.17 0.02 0.10
H 0.197 -3.069 -5.521 0.01 0.03 -0.02
C -0.408 -1.106 4.199 -0.02 0.02 0.02
C 0.738 -5.318 0.076 -0.01 -0.01 -0.01
C 1.503 -5.407 2.443 -0.01 -0.03 0.05
H 7.171 2.257 1.522 0.01 0.00 0.01
H 4.677 2.067 -1.974 -0.01 0.00 -0.01
C -2.724 6.882 2.796 0.02 -0.02 -0.01
H -3.372 2.252 -3.468 0.02 0.01 0.00
C 2.785 3.544 1.955 0.04 0.00 -0.01
C 6.034 2.095 -0.295 -0.03 -0.02 -0.11
H 0.497 -5.192 2.806 -0.03 0.01 -0.01
C 0.823 0.987 3.724 -0.06 0.09 0.00
H -4.919 2.140 -2.620 -0.02 0.01 0.00
C 1.773 -1.160 -0.061 -0.06 -0.38 0.13
H 0.801 -6.405 0.033 0.01 -0.03 0.01
N 0.666 4.383 2.078 0.08 -0.09 -0.04
H -0.386 -2.188 4.310 0.02 -0.04 0.00
O -0.342 3.631 0.196 0.11 -0.43 0.19
H -2.402 2.831 -1.153 0.01 -0.01 -0.03
C 3.726 2.640 -0.144 -0.28 0.03 -0.28
```
Forces are in eV/Å.

The total energy is -4510.02936 Ha. As for the energy above the lowest of the compared OMol25 structures with the same formula, charge and spin: 0.000 eV. As for the spin multiplicity: 1. Its net charge is +2. The HOMO energy is -0.50867 Ha.